Formula: C10H19NO4S
Source: the OMol25 dataset
Level of theory: ωB97M-V/def2-TZVPD

## Properties
Energy (eV): -31192.8736
Highest occupied orbital energy (hartree): -0.370
Energy above the lowest of the compared OMol25 structures with the same formula, charge and spin (kJ/mol): 131.6
Structure (SMILES): C=CC[C@@H]1NS(=O)(=O)O[C@H](CCCC)[C@@H]1O
HOMO-LUMO gap (eV): 10.77

Each line ends with the Mulliken charge.
Atoms and positions in Å:
C (-4.809, -0.638, 1.350)  -0.903
C (-4.224, -0.166, 0.265)  -0.043
C (-3.039, -0.804, -0.390)  -0.833
C (-1.741, -0.033, -0.110)  0.089
N (-1.793, 1.305, -0.686)  -0.420
S (-0.460, 2.189, -0.219)  1.143
O (-0.523, 3.466, -0.829)  -0.698
O (-0.275, 2.092, 1.194)  -0.577
O (0.654, 1.341, -0.953)  -0.416
C (0.763, 0.020, -0.412)  0.016
C (2.005, -0.645, -1.003)  -0.894
C (3.296, 0.121, -0.697)  -0.645
C (4.039, -0.361, 0.551)  -0.492
C (3.266, -0.175, 1.852)  -1.047
C (-0.533, -0.738, -0.766)  -0.591
O (-0.698, -0.828, -2.152)  -0.670
H (-5.656, -0.149, 1.800)  0.287
H (-4.469, -1.541, 1.829)  0.256
H (-4.594, 0.738, -0.202)  0.354
H (-3.180, -0.847, -1.472)  0.297
H (-2.911, -1.820, -0.014)  0.367
H (-1.573, 0.030, 0.976)  0.347
H (-2.639, 1.798, -0.440)  0.329
H (0.838, 0.119, 0.675)  0.501
H (1.854, -0.704, -2.082)  0.403
H (2.065, -1.663, -0.615)  0.402
H (3.972, 0.016, -1.548)  0.318
H (3.056, 1.180, -0.598)  0.310
H (4.976, 0.197, 0.617)  0.349
H (4.295, -1.417, 0.430)  0.301
H (3.917, -0.368, 2.702)  0.398
H (2.427, -0.864, 1.911)  0.227
H (2.888, 0.841, 1.932)  0.283
H (-0.465, -1.767, -0.399)  0.712
H (-0.730, 0.075, -2.495)  0.542